1.
Below is a cluster of 2 separate species, C2H5IN2 in total at a distorted geometry, with properties calculated with the ωB97M-V functional and the def2-TZVPD basis.

Positions of all 10 atoms, in Å:
I  -2.272860  3.355736  -0.501182
N  -0.045185  0.203486  0.075499
N  -0.828917  0.631712  0.953578
C  0.536700  0.186772  -0.999540
C  0.724833  -0.969425  -0.190040
H  -1.928537  1.774133  -0.245072
H  1.734702  -1.207752  0.168277
H  0.306886  -1.899758  -0.472718
H  -1.080706  -0.161722  1.586502
H  0.901011  0.815570  -1.887514

Atomic forces in eV per Å
-0.1 -0.1 -0.2
-1.3 -1.1 2.6
-1.7 0.4 1.8
2.5 2.8 -5.7
2.7 -2.4 -0.7
-0.1 0.4 0.3
-0.3 0.8 1.0
-1.4 -0.7 -0.1
0.6 0.9 -0.7
-1.0 -1.0 1.8

The value obtained for the HOMO-LUMO gap is 9.48 eV. Its maximum force is 6.9 eV Å⁻¹.

2.
Below is a structure of composition C2H5IN2 at a distorted geometry, with properties calculated with the ωB97M-V functional and the def2-TZVPD basis.

Positions of all 10 atoms, in Å:
I  -3.650665  -0.210181  0.175101
N  0.598762  0.523796  -0.929952
N  0.144020  1.194538  0.170443
C  -0.069029  -0.671053  -0.336642
C  -0.650733  0.262944  0.630975
H  0.043971  2.245908  0.273935
H  1.636021  0.420758  -1.124058
H  -1.317527  -0.179486  1.451560
H  0.608054  -1.412925  0.101991
H  -0.786356  -1.100857  -0.971446

Atomic forces in eV per Å
0.5 0.2 -0.1
1.6 -1.4 -2.6
-1.2 3.6 2.3
1.0 -0.3 -0.3
-1.0 -2.8 1.8
0.4 -1.7 -0.3
-1.5 0.7 1.0
0.9 2.3 -0.8
-0.1 0.2 -0.1
-0.8 -0.7 -0.9

The value obtained for the HOMO-LUMO gap (spin up / spin down) is 6.97 / 6.97 eV. Its maximum force is 4.4 eV Å⁻¹.

The highest maximum force belongs to which entry?
number 1